{
  "formula": "C18H17ClF2N6O2S",
  "method": "ωB97M-V/def2-TZVPD",
  "symbols": ["Cl", "S", "F", "F", "O", "O", "N", "N", "N", "N", "N", "N", "C", "C", "C", "C", "C", "C", "C", "C", "C", "C", "C", "C", "C", "C", "C", "C", "C", "C", "H", "H", "H", "H", "H", "H", "H", "H", "H", "H", "H", "H", "H", "H", "H", "H", "H"],
  "xyz": [[1.529, -7.058, 1.415], [-2.625, 3.554, -0.166], [2.071, 0.376, -2.283], [1.963, -1.737, -2.911], [-3.138, 2.902, -1.381], [-3.709, 4.020, 0.728], [0.760, -1.511, -0.313], [1.508, -0.127, -5.124], [-0.988, 1.259, 4.748], [0.321, 1.287, 1.243], [-0.329, 1.968, 0.249], [1.688, -1.836, 1.723], [-2.034, 2.041, 4.495], [0.524, -0.211, -3.987], [0.385, -3.969, -0.866], [1.218, -0.634, -2.647], [1.566, 0.535, 1.040], [-0.145, 0.982, 3.738], [-1.762, 5.030, -0.780], [-0.392, 1.425, 2.456], [1.362, -3.035, 1.124], [-1.453, 2.234, 2.177], [0.759, -2.854, -0.094], [1.571, -4.297, 1.632], [1.333, -0.940, 0.822], [1.217, -5.423, 0.903], [-1.405, 2.551, 0.766], [0.665, -5.226, -0.355], [0.176, -0.884, -1.538], [-2.293, 2.534, 3.222], [2.193, 0.721, 1.932], [-0.602, -1.554, -1.888], [-0.280, 0.032, -1.266], [2.023, 0.977, 0.165], [0.763, 0.390, 3.935], [0.397, -6.088, -0.915], [-1.679, 5.771, 0.023], [2.082, -0.951, -5.132], [-0.764, 4.652, -1.107], [2.096, -4.393, 2.591], [2.060, 0.720, -5.091], [-2.801, 2.266, 5.239], [0.011, 0.754, -3.847], [-3.211, 3.090, 3.030], [-0.250, -0.949, -4.248], [-2.352, 5.439, -1.581], [-0.030, -3.835, -1.877]],
  "smiles": "CS(=O)(=O)c1nn(Cc2nc3cc(Cl)ccc3n2CC(F)(F)CN)c2cnccc12",
  "gap_ev": 8.408,
  "homo_energy_ev": -8.84,
  "relative_energy_kcal_mol": 0.0,
  "lumo_ha": -0.016,
  "largest_force_ev_per_a": 3.5
}